Record 1
Entry from the OMol25 dataset: C37H39AsCl2N2OPReS4Sb as an isolated structure in a non-equilibrium geometry (the ωB97M-V functional and the def2-TZVPD basis).

As for the charge: -1. As for the multiplicity: 3. The calculation puts the maximum force at 10.3 eV/A. The expectation value of S² is 2.37. The value obtained for the HOMO energy (spin up / spin down) is -3.453 / -3.650 eV. The calculation puts the energy above the lowest of the compared OMol25 structures with the same formula, charge and spin at 30.301 eV. The HOMO-LUMO gap (spin up / spin down) is 5.07 / 5.30 eV.

Last column: Löwdin charge in e.
Geometry (Å):
Re 1.3997 0.4804 2.0439  0.75
S 5.2190 -1.8938 3.3542  -0.36
Sb 4.9471 0.3235 2.9663  0.27
S 2.6919 0.8650 3.9785  -0.07
S 3.4861 0.6912 0.9715  0.01
Cl -2.5592 1.7651 4.4123  0.65
C -2.6734 1.4367 2.6883  -0.62
C -3.8766 1.7608 2.0470  -0.12
C -4.1428 1.8457 0.6550  -0.13
C -3.1945 1.7746 -0.3590  -0.12
C -1.8542 1.7806 -0.1774  -0.29
Cl -0.4459 1.9577 -0.3249  0.40
C -1.5155 0.8697 2.1694  -0.23
N -0.5768 0.2240 1.8616  -0.09
H -4.6931 1.9903 2.7196  0.09
H -5.1650 2.0120 0.3400  0.08
H -3.4773 1.9095 -1.4111  0.11
C -0.4479 -0.9780 -0.8729  -0.31
C -0.7605 -0.8225 -2.3668  -0.41
As -2.1700 -1.9256 -3.2237  1.30
C -1.0169 -3.4107 -3.7736  -0.43
C -0.1255 -4.0477 -2.9105  -0.11
C 0.6716 -5.0892 -3.3579  -0.08
C 0.5951 -5.5058 -4.6816  -0.10
C -0.2624 -4.8595 -5.5585  -0.10
C -1.0605 -3.8166 -5.1037  -0.14
C -3.0253 -2.7156 -1.6556  -0.41
C -3.5776 -1.8590 -0.7041  -0.13
C -4.2050 -2.3593 0.4260  -0.07
C -4.3361 -3.7311 0.5944  -0.09
C -3.8409 -4.5916 -0.3746  -0.09
C -3.1896 -4.0880 -1.4932  -0.12
P 0.5808 0.4587 -0.3087  0.77
C 1.9484 0.5270 -1.5389  -0.41
C 2.4707 -0.6474 -2.0796  -0.12
C 3.4804 -0.5973 -3.0276  -0.08
C 3.9835 0.6287 -3.4350  -0.09
C 3.5065 1.8007 -2.8655  -0.08
C 2.5048 1.7507 -1.9097  -0.13
C -0.3430 2.3172 -1.7074  -0.35
C -0.3354 3.0763 -2.7921  -0.07
C -0.0696 4.4887 -2.3168  -0.07
C 0.3372 5.0244 -1.0011  -0.09
C 0.5435 4.3944 0.3237  -0.05
C 0.1261 3.1059 0.2267  -0.28
H 0.0762 -1.9051 -0.6413  0.07
H -1.3702 -0.8987 -0.3030  0.05
H 0.1328 -0.9951 -2.9660  0.05
H -1.0373 0.2178 -2.5372  0.03
H -0.0586 -3.7248 -1.8782  0.10
H 1.3567 -5.5768 -2.6759  0.10
H 1.2037 -6.3321 -5.0265  0.10
H -0.3067 -5.1670 -6.5958  0.10
H -1.7269 -3.3041 -5.7887  0.08
H -3.5106 -0.7851 -0.8415  0.08
H -4.5943 -1.6739 1.1686  0.10
H -4.8296 -4.1258 1.4732  0.10
H -3.9632 -5.6617 -0.2616  0.10
H -2.8027 -4.7670 -2.2438  0.09
H 2.0735 -1.5986 -1.7436  0.10
H 3.8835 -1.5142 -3.4397  0.10
H 4.7660 0.6705 -4.1828  0.10
H 3.9310 2.7573 -3.1429  0.10
H 2.1894 2.6509 -1.3988  0.10
H -0.5631 2.8208 -3.8134  0.09
H -0.1342 5.2432 -3.0945  0.06
H 0.5670 6.0855 -1.0130  0.07
H 0.9530 4.9098 1.1706  0.07
H -0.4207 1.5893 0.7385  -0.12
C -0.0220 4.6175 4.1402  -0.25
S 1.1080 3.2057 4.0431  0.76
C 2.5824 4.1729 3.6684  -0.26
O 0.6607 2.6096 2.7075  -0.70
H 0.2824 5.2544 4.9706  0.05
H -1.0094 4.1976 4.3229  0.02
H -0.0274 5.1655 3.1999  0.04
H 2.9820 4.5436 4.6123  0.06
H 2.3285 4.9877 2.9934  0.04
H 3.2961 3.4985 3.2030  0.02
C 1.8023 -1.6336 1.8744  -0.36
H 2.5898 -1.9519 2.5556  -0.09
H 2.1303 -1.8860 0.8622  -0.03
H 0.8955 -2.2116 2.0929  -0.01
C 1.9034 -1.8283 5.7776  -0.10
C 0.7192 -1.2719 5.1413  -0.34
N -0.2156 -0.8326 4.6398  0.14
H 2.5309 -1.0101 6.1249  0.05
H 2.4799 -2.3976 5.0467  0.06
H 1.6162 -2.4655 6.6134  0.08

=====

Record 2
Entry from the OMol25 dataset: a single C3H4O2S molecule in a non-equilibrium geometry (the ωB97M-V functional and the def2-TZVPD basis).

As for the charge: 0. The calculation puts the maximum force at 2.3 eV/A. The SMILES is O=C(O)[C@H]1CS1. The value obtained for the HOMO energy is -9.894 eV. The calculation puts the energy above the lowest of the compared OMol25 structures with the same formula, charge and spin at 0.484 eV. The HOMO-LUMO gap is 10.46 eV.

Last column: Löwdin charge in e.
Geometry (Å):
O -1.1827 -1.8289 0.7623  0.12
C -0.4394 -1.0785 0.1859  -0.62
O 0.5138 -1.5053 -0.6065  0.08
C -0.5984 0.3604 0.2829  -0.47
C 0.4877 1.0776 1.0321  -0.33
S 0.4801 1.3874 -0.7895  0.87
H 1.0645 -0.7894 -1.0561  0.08
H -1.5997 0.7138 0.3810  0.12
H 1.2906 0.4873 1.4510  0.09
H 0.2148 1.9057 1.6046  0.05